# 1
{
  "formula": "C29H44F2N4O4P",
  "method": "ωB97M-V/def2-TZVPD",
  "symbols": ["C", "C", "C", "C", "F", "N", "C", "C", "F", "C", "C", "C", "C", "C", "O", "C", "N", "P", "O", "O", "O", "C", "C", "C", "C", "C", "C", "C", "C", "C", "H", "H", "H", "H", "H", "H", "H", "H", "H", "H", "H", "H", "H", "H", "H", "H", "H", "H", "H", "H", "H", "H", "H", "H", "H", "H", "H", "H", "H", "H", "C", "C", "C", "C", "N", "H", "H", "H", "H", "H", "H", "H", "C", "C", "C", "C", "N", "H", "H", "H", "H", "H", "H", "H"],
  "xyz": [[1.836, 2.062, 1.143], [0.607, 1.584, 1.294], [-0.613, 0.612, 1.686], [-1.331, -0.105, 0.436], [-2.221, -1.068, 1.135], [-2.365, 0.727, -0.294], [-2.265, 0.588, -1.626], [-3.305, 1.361, -2.578], [-2.744, 1.429, -3.910], [-3.835, 2.776, -2.001], [-3.082, 4.077, -2.599], [-1.048, -0.419, -1.951], [0.087, 0.108, -3.008], [0.763, 1.509, -2.585], [-0.071, 2.682, -2.919], [2.255, 1.633, -3.263], [3.350, 1.751, -2.213], [-1.764, -1.907, -2.940], [-2.330, -1.459, -4.326], [-3.126, -2.601, -2.108], [-0.524, -3.051, -3.267], [-0.510, -1.090, -0.539], [1.077, -1.279, -0.364], [1.538, -1.864, 1.060], [2.930, -1.308, 1.626], [3.542, -1.717, 3.021], [2.696, -2.731, 3.902], [3.306, -3.110, 5.352], [1.318, -3.311, 3.337], [0.700, -2.902, 1.935], [2.808, 2.692, 1.074], [-0.332, -0.221, 2.437], [-1.399, 1.275, 2.231], [-3.022, 1.255, 0.301], [-4.246, 0.674, -2.664], [-3.810, 2.866, -0.852], [-4.962, 2.853, -2.295], [-2.308, 3.861, -3.419], [-3.920, 4.823, -2.932], [-2.544, 4.612, -1.712], [-0.474, 0.306, -4.012], [0.841, -0.738, -3.239], [0.931, 1.561, -1.446], [0.046, 3.287, -2.139], [2.470, 0.650, -3.828], [2.367, 2.575, -3.922], [3.396, 2.716, -1.849], [3.212, 1.057, -1.458], [-3.616, -3.051, -2.858], [-0.732, -3.931, -2.853], [-1.130, -2.079, -0.547], [1.647, -0.296, -0.579], [1.433, -2.023, -1.192], [3.543, -0.547, 1.000], [4.547, -1.249, 3.371], [4.396, -3.482, 5.313], [2.569, -3.846, 5.840], [3.300, -2.117, 5.966], [0.757, -4.033, 4.038], [-0.303, -3.292, 1.524], [8.467, -4.268, 5.281], [8.546, -5.786, 5.159], [7.184, -6.434, 4.900], [6.248, -6.132, 6.041], [5.505, -5.891, 6.948], [7.850, -3.963, 6.132], [9.464, -3.847, 5.437], [8.047, -3.823, 4.374], [8.982, -6.194, 6.077], [9.225, -6.042, 4.340], [7.296, -7.518, 4.806], [6.750, -6.057, 3.969], [-7.914, 4.955, -4.271], [-8.538, 5.194, -2.900], [-7.927, 6.390, -2.167], [-6.455, 6.158, -1.948], [-5.284, 5.973, -1.773], [-6.849, 4.717, -4.194], [-8.400, 4.112, -4.768], [-8.025, 5.837, -4.911], [-8.420, 4.288, -2.294], [-9.613, 5.361, -3.022], [-8.416, 6.528, -1.199], [-8.063, 7.307, -2.748]],
  "lowdin_charge": [0.085, -0.071, -0.072, -0.277, -0.050, 0.215, 0.042, -0.167, -0.028, -0.162, -0.122, -0.253, -0.092, -0.304, -0.077, -0.173, -0.028, 0.719, -0.327, -0.198, -0.159, -0.134, -0.119, -0.165, -0.033, -0.022, -0.191, -0.097, -0.018, -0.020, 0.080, 0.139, 0.136, 0.183, 0.183, 0.105, 0.122, 0.073, 0.041, 0.086, 0.141, 0.129, 0.099, 0.109, 0.118, 0.137, 0.066, 0.037, 0.101, 0.101, 0.136, 0.084, 0.140, 0.087, 0.108, 0.071, 0.080, 0.095, 0.093, 0.093, -0.116, -0.273, -0.188, -0.202, 0.126, 0.068, 0.074, 0.074, 0.114, 0.110, 0.115, 0.114, -0.110, -0.271, -0.176, -0.154, 0.137, 0.062, 0.076, 0.082, 0.109, 0.112, 0.117, 0.122],
  "charge": 1
}

# 2
{
  "formula": "C29H44FI2N3O2",
  "method": "ωB97M-V/def2-TZVPD",
  "symbols": ["C", "C", "C", "C", "C", "C", "C", "C", "C", "C", "C", "C", "C", "O", "I", "C", "C", "C", "C", "O", "C", "N", "C", "C", "C", "C", "C", "N", "C", "C", "C", "C", "F", "C", "I", "N", "C", "H", "H", "H", "H", "H", "H", "H", "H", "H", "H", "H", "H", "H", "H", "H", "H", "H", "H", "H", "H", "H", "H", "H", "H", "H", "H", "H", "H", "H", "H", "H", "H", "H", "H", "H", "H", "H", "H", "H", "H", "H", "H", "H", "H"],
  "xyz": [[5.287, -2.811, 1.291], [6.375, -1.654, 1.097], [6.852, -1.507, -0.412], [5.955, -0.477, -1.242], [4.493, -1.095, -1.407], [3.701, -0.465, -2.621], [2.171, -0.155, -2.286], [1.676, 0.876, -3.372], [0.105, 0.943, -3.578], [-0.746, 0.749, -2.287], [-1.894, -0.169, -2.375], [-2.301, -0.935, -3.670], [-1.767, -2.410, -3.785], [-2.272, -3.109, -4.616], [-0.177, -3.275, -2.610], [-2.784, -0.380, -1.164], [-4.025, -1.347, -1.193], [-5.425, -0.590, -1.165], [-6.544, -1.307, -2.039], [-5.311, 0.807, -1.444], [-2.479, 0.343, 0.052], [-3.353, 0.177, 1.193], [-3.133, -1.096, 1.929], [-2.668, -0.846, 3.424], [-1.063, -0.772, 3.401], [-0.416, -2.122, 3.927], [-1.319, 1.298, 0.185], [-1.185, 1.941, 1.411], [-0.129, 2.785, 1.340], [0.166, 3.639, 2.639], [-1.126, 3.678, 3.576], [-0.930, 4.884, 4.587], [-1.619, 6.057, 4.195], [0.782, 2.992, 0.168], [2.438, 4.369, 0.331], [0.606, 2.351, -1.000], [-0.472, 1.473, -0.999], [5.553, -3.553, 2.083], [4.306, -2.299, 1.522], [5.133, -3.285, 0.281], [5.897, -0.666, 1.367], [7.212, -1.872, 1.811], [6.826, -2.500, -0.943], [7.929, -1.181, -0.380], [6.476, -0.373, -2.238], [5.953, 0.496, -0.686], [3.978, -1.004, -0.418], [4.674, -2.181, -1.669], [4.196, 0.526, -2.852], [3.822, -1.097, -3.540], [2.201, 0.399, -1.302], [1.558, -1.085, -2.214], [2.110, 0.529, -4.360], [2.133, 1.891, -3.194], [-0.126, 1.987, -3.955], [-0.155, 0.254, -4.417], [-2.006, -0.409, -4.621], [-3.427, -0.968, -3.697], [-4.022, -2.047, -0.307], [-4.022, -2.015, -2.097], [-5.802, -0.654, -0.101], [-7.520, -1.183, -1.483], [-6.386, -2.423, -2.100], [-6.681, -0.835, -3.047], [-5.027, 0.954, -2.362], [-4.330, 0.334, 0.956], [-2.431, -1.739, 1.337], [-4.129, -1.636, 1.949], [-3.107, 0.119, 3.808], [-3.037, -1.711, 4.042], [-0.733, 0.150, 3.943], [-0.761, -0.646, 2.320], [0.264, -1.870, 4.780], [0.128, -2.616, 3.072], [-1.190, -2.868, 4.260], [1.023, 3.178, 3.193], [0.346, 4.710, 2.344], [-2.065, 3.875, 2.998], [-1.191, 2.750, 4.203], [0.169, 5.132, 4.594], [-1.215, 4.599, 5.638]],
  "lowdin_charge": [-0.123, -0.245, -0.234, -0.205, -0.205, -0.205, -0.216, -0.211, -0.142, -0.072, -0.118, -0.137, -0.794, -0.018, 0.885, -0.069, -0.086, -0.404, -0.048, -0.048, -0.132, -0.007, -0.224, -0.172, -0.246, -0.113, -0.102, 0.181, -0.247, -0.201, -0.165, -0.199, -0.086, -0.620, 0.833, 0.075, -0.132, 0.065, 0.064, 0.056, 0.100, 0.094, 0.103, 0.100, 0.111, 0.107, 0.101, 0.105, 0.110, 0.113, 0.101, 0.005, 0.110, 0.108, 0.127, 0.095, 0.125, 0.119, 0.113, 0.099, 0.132, 0.082, 0.085, 0.082, 0.100, 0.094, 0.122, 0.113, 0.107, 0.095, 0.084, 0.082, 0.067, 0.070, 0.065, 0.119, 0.072, 0.120, 0.102, 0.112, 0.117],
  "charge": 0,
  "smiles": "CCCCCCCCCc1c(CC(=O)I)c(C[C@H](C)O)c(NCCCC)c2nc(CCCF)c(I)nc12"
}

# 3
{
  "formula": "C29H45Cl2N2O10P2",
  "method": "ωB97M-V/def2-TZVPD",
  "symbols": ["C", "C", "O", "C", "C", "O", "C", "N", "C", "P", "O", "C", "C", "C", "O", "Cl", "C", "C", "C", "C", "Cl", "C", "P", "N", "C", "C", "C", "C", "C", "C", "C", "H", "H", "H", "H", "H", "H", "H", "H", "H", "H", "H", "H", "H", "H", "H", "H", "H", "H", "H", "H", "H", "H", "H", "H", "H", "H", "H", "H", "H", "C", "C", "O", "C", "O", "O", "C", "H", "H", "H", "H", "H", "H", "H", "H", "C", "C", "O", "C", "O", "O", "C", "H", "H", "H", "H", "H", "H", "H", "H"],
  "xyz": [[0.762, -3.764, -2.313], [2.048, -3.140, -1.771], [1.799, -1.795, -1.403], [2.919, -0.943, -1.451], [2.375, 0.413, -1.855], [3.437, 1.357, -1.822], [3.115, 2.626, -1.427], [2.651, 2.693, -0.001], [3.526, 2.354, 0.988], [5.223, 1.709, 0.503], [5.193, 0.292, 0.126], [3.144, 2.455, 2.326], [4.115, 2.240, 3.473], [4.463, 0.812, 3.818], [4.920, 0.029, 3.094], [4.238, 0.424, 5.533], [1.812, 2.845, 2.620], [1.291, 2.884, 4.029], [0.324, 1.721, 4.326], [0.756, 0.363, 3.813], [0.165, 1.625, 6.106], [0.952, 3.184, 1.576], [-0.827, 3.671, 1.800], [-1.776, 2.573, 1.197], [1.403, 3.116, 0.256], [0.531, 3.593, -0.852], [0.636, 4.956, -1.164], [-0.157, 5.523, -2.152], [-1.066, 4.717, -2.827], [-1.162, 3.360, -2.523], [-0.374, 2.789, -1.537], [-0.077, -3.130, -2.053], [0.802, -3.861, -3.392], [0.610, -4.759, -1.912], [2.384, -3.726, -0.916], [2.816, -3.195, -2.540], [3.667, -1.269, -2.168], [3.363, -0.835, -0.462], [1.913, 0.365, -2.839], [1.585, 0.652, -1.149], [4.004, 3.234, -1.497], [2.361, 3.080, -2.064], [6.065, 2.029, 1.577], [5.661, 2.510, -0.564], [3.787, 2.719, 4.377], [5.048, 2.730, 3.214], [2.071, 2.958, 4.768], [0.722, 3.802, 4.130], [-0.659, 1.954, 3.941], [1.057, 0.397, 2.767], [-0.077, -0.326, 3.871], [1.559, -0.027, 4.418], [-0.926, 4.885, 1.108], [-1.033, 3.904, 3.164], [-2.402, 2.220, 1.914], [1.336, 5.582, -0.629], [-0.067, 6.570, -2.381], [-1.696, 5.163, -3.580], [-1.878, 2.770, -3.069], [-0.478, 1.750, -1.284], [-7.643, 1.497, 5.281], [-7.949, 2.757, 4.500], [-6.839, 3.161, 3.680], [-6.687, 2.474, 2.551], [-7.393, 1.589, 2.150], [-5.614, 2.959, 1.915], [-5.295, 2.278, 0.699], [-6.729, 1.623, 5.863], [-8.463, 1.268, 5.961], [-7.501, 0.648, 4.614], [-8.119, 3.591, 5.178], [-8.839, 2.641, 3.884], [-6.154, 2.230, 0.034], [-4.936, 1.272, 0.916], [-4.499, 2.845, 0.226], [-0.497, -10.307, -4.021], [-1.232, -9.041, -4.402], [-0.364, -7.894, -4.386], [0.436, -7.773, -5.442], [0.476, -8.501, -6.397], [1.188, -6.682, -5.266], [2.150, -6.462, -6.301], [-0.001, -10.184, -3.057], [-1.196, -11.141, -3.951], [0.263, -10.558, -4.759], [-2.008, -8.819, -3.673], [-1.706, -9.130, -5.379], [1.678, -6.463, -7.280], [2.927, -7.223, -6.261], [2.588, -5.487, -6.110]],
  "lowdin_charge": [-0.055, -0.257, -0.144, -0.188, -0.140, -0.092, -0.161, 0.067, -0.133, 0.814, -0.364, -0.095, -0.131, -0.803, 0.099, 0.722, -0.125, -0.193, -0.718, -0.102, 0.664, -0.149, 0.824, -0.240, -0.136, -0.263, -0.052, -0.052, -0.044, -0.037, -0.039, 0.074, 0.066, 0.073, 0.118, 0.112, 0.135, 0.107, 0.143, 0.112, 0.124, 0.141, 0.035, 0.036, 0.084, 0.117, 0.089, 0.099, 0.060, 0.083, 0.091, 0.049, 0.025, 0.025, -0.019, 0.125, 0.112, 0.113, 0.116, 0.115, -0.064, -0.207, 0.035, -0.615, 0.131, -0.008, -0.055, 0.080, 0.082, 0.075, 0.123, 0.125, 0.096, 0.097, 0.073, -0.064, -0.209, 0.033, -0.615, 0.129, -0.006, -0.040, 0.081, 0.082, 0.076, 0.122, 0.124, 0.096, 0.099, 0.089],
  "charge": 1
}

no.,orbital gap (eV)
1,6.266
2,7.813
3,7.217